No. 1
Entry from OMol25: a structure of composition C13H13HgIN5S (wB97M-V/def2-TZVPD).

Geometry as XYZ:
```
34
Properties=species:S:1:pos:R:3:forces:R:3:mulliken_spin:R:1
Hg -1.354795 -1.600304 -2.207101 -0.3009 -0.2740 1.1881 0.5451
C 0.521454 -1.150255 2.674021 0.0905 0.5200 -0.0771 0.0025
C 0.348595 -1.293429 1.196180 -1.0003 -0.4285 0.0532 0.0153
N -0.837336 -1.468584 0.672669 2.7763 0.2588 -1.1474 0.0344
N -1.880562 -1.265813 1.427701 -1.6087 -0.4722 0.2986 0.0724
C -3.017274 -1.834219 1.019032 1.1854 0.4350 -0.2894 -0.0416
N -4.068278 -1.409436 1.720256 -1.8487 0.3301 0.7962 -0.0073
S -3.281795 -2.991906 -0.259949 0.5804 0.6600 -0.1285 0.3239
C 1.557893 -1.330739 0.343538 0.1768 -0.3020 0.4341 0.0140
C 2.863376 -1.196295 0.876526 -0.5537 0.1011 -0.0240 0.0089
C 3.947202 -1.172551 0.009332 -0.5516 0.0239 0.1499 -0.0044
C 3.714995 -1.316173 -1.355128 0.2296 -0.0665 0.2652 0.0244
C 2.413018 -1.493902 -1.773004 -0.1543 -0.1112 -0.1661 -0.0346
N 1.375012 -1.515253 -0.953548 -0.3972 0.2736 -0.6545 0.0185
H -0.470869 -1.103046 3.118999 0.2410 0.0696 0.1698 0.0021
H 1.109265 -0.253907 2.911175 -0.2300 -0.0554 0.0955 0.0020
H 1.073644 -1.995486 3.070942 0.0503 -0.2611 0.1508 0.0007
H -3.997119 -0.617338 2.360387 0.2796 -0.6002 -0.4303 0.0006
H -4.992984 -1.772129 1.529793 0.4059 0.0966 -0.0652 0.0009
H 2.993234 -1.103404 1.953792 0.0669 0.0272 -0.3306 0.0009
H 4.936060 -1.021111 0.413323 0.1733 -0.0871 -0.0829 -0.0001
H 4.516000 -1.332073 -2.072498 0.1897 0.1042 -0.1026 0.0017
H 2.158881 -1.619934 -2.819125 0.1967 -0.0513 -0.0987 -0.0011
I -3.829413 1.365250 -2.278582 0.4643 0.2919 0.2016 0.0119
C -1.974989 2.223662 -1.648726 -0.5503 0.1389 -0.1656 -0.0074
C -1.871440 3.600114 -1.435720 -0.4541 -0.2417 -0.0447 -0.0016
C -0.653539 4.092634 -1.005342 -0.3625 0.3342 -0.0441 -0.0003
C 0.405848 3.212939 -0.868209 0.2661 0.2257 -0.0117 0.0041
C 0.197442 1.877658 -1.129243 -0.0049 -0.4765 0.0957 -0.0105
N -0.993921 1.379597 -1.490797 0.4875 -0.1817 -0.0682 0.0211
H -2.743229 4.220512 -1.603867 0.1643 0.0726 0.1090 0.0002
H -0.542333 5.154045 -0.775498 0.0114 -0.3076 -0.1585 -0.0003
H 1.382585 3.584187 -0.592359 0.0435 -0.1361 0.1017 0.0004
H 0.995357 1.146693 -1.028968 -0.0620 0.0899 -0.0192 0.0030
```
Forces are in eV/Å.

Its expectation value of S² is 0.765. The value obtained for the HOMO-LUMO gap (alpha / beta) is 7.546 / 5.216 eV. The energy above the lowest of the compared OMol25 structures with the same formula, charge and spin comes out at 0.000 eV. As for the spin multiplicity: 2. The value obtained for the HOMO energy (alpha / beta) is -7.24 / -7.22 eV.

---

No. 2
Entry from OMol25: an isolated molecule of C2H7NOSi (wB97M-V/def2-TZVPD).

Geometry as XYZ:
```
12
Properties=species:S:1:pos:R:3:forces:R:3:lowdin_charge:R:1
C -1.921382 0.479106 -0.392874 2.5516 0.7280 -0.3230 -0.0623
C -0.571886 0.325623 0.295721 -2.0154 0.8984 0.5770 -0.3161
N 0.335647 -0.374147 -0.135513 1.5256 -0.9743 -1.3215 -0.0693
Si 1.939155 -0.725876 0.368840 -0.1491 1.3678 0.1297 0.3938
O 2.527441 -1.747699 -0.747315 2.1447 0.4993 -2.8715 -0.2523
H -1.951350 1.531841 -0.664417 -1.0953 0.1726 0.4947 0.0804
H -1.926886 -0.044511 -1.298273 0.6892 -0.7729 -1.7217 0.0484
H -2.684939 -0.044437 0.077525 -1.7952 0.1870 1.7323 0.0509
H -0.450407 0.907250 1.210595 -0.1598 0.3592 0.3561 0.1005
H 2.675500 0.585495 0.908193 -0.4634 -1.3200 -0.9852 -0.0212
H 1.827845 -1.674253 1.386258 -0.0591 -0.8480 1.6882 -0.0493
H 2.952997 -1.529356 -1.641412 -1.1738 -0.2973 2.2449 0.0963
```
Forces are in eV/Å.

The value obtained for the HOMO-LUMO gap is 9.802 eV. The energy above the lowest of the compared OMol25 structures with the same formula, charge and spin comes out at 0.654 eV. As for the SMILES: C/C=N/[SiH2]O. The value obtained for the HOMO energy is -9.00 eV.

---

No. 3
Entry from OMol25: an isolated molecule of C7H8 (wB97M-V/def2-TZVPD).

Geometry as XYZ:
```
15
Properties=species:S:1:pos:R:3:forces:R:3:lowdin_charge:R:1
C 1.692679 -1.214722 0.728567 0.1303 1.6084 -5.9568 0.0876
C 1.228200 -0.755579 -0.468992 3.5747 -2.3195 2.6989 -0.2372
C 1.667846 -0.100835 -1.766085 -0.5320 -1.4559 1.3911 0.0051
C 0.288336 -0.142633 -1.267902 -0.7968 1.0474 -0.2427 -0.1339
C -0.315761 0.618462 -0.430763 -3.2855 1.2164 -0.2028 0.0050
C -1.091366 1.017820 0.522125 0.8799 1.1393 0.3285 -0.1898
C -2.451841 0.570279 0.824686 -2.5959 -1.5069 -0.1707 -0.1242
H 2.701917 -1.409042 0.680151 2.2346 -0.4139 0.4217 0.0263
H 1.205694 -1.374558 1.577655 -2.4724 -0.7377 3.1700 0.0051
H 1.918993 -0.787089 -2.484355 0.5241 -1.4368 -1.9055 0.0730
H 2.270200 0.737745 -1.699932 0.7955 1.7688 -0.0015 0.0911
H -0.648194 1.733553 1.189179 0.2896 0.2121 0.4687 0.1069
H -3.191999 0.747733 -0.033602 0.7248 0.5992 1.4850 0.0940
H -2.812838 0.915326 1.880615 0.4624 -0.6214 -2.2506 0.1069
H -2.461868 -0.556459 0.748654 0.0667 0.9005 0.7666 0.0841
```
Forces are in eV/Å.

The value obtained for the HOMO-LUMO gap is 8.602 eV. The energy above the lowest of the compared OMol25 structures with the same formula, charge and spin comes out at 6.494 eV. As for the SMILES: C=C1CC1=C=CC. The value obtained for the HOMO energy is -8.31 eV.

---

No. 4
Entry from OMol25: a cluster of 2 separate species, C4H12 in total (wB97M-V/def2-TZVPD).

Geometry as XYZ:
```
16
Properties=species:S:1:pos:R:3:forces:R:3:lowdin_charge:R:1
C 1.696263 1.654831 -0.727622 -1.8641 0.3916 -0.4669 -0.1466
C 0.136159 1.595235 -0.815334 0.8573 -0.7235 -0.0694 -0.1565
H 1.967044 2.111982 0.220463 0.4344 -0.1854 -0.0400 0.0575
H 2.069654 0.643048 -0.861484 0.3661 0.1107 0.1729 0.0574
H 1.985285 2.279461 -1.569525 0.6356 0.0554 0.1671 0.0541
H -0.148587 1.377610 -1.842490 -0.1117 0.0591 -0.1307 0.0601
H -0.207561 0.741361 -0.226459 -0.1129 0.5683 -0.1176 0.0096
H -0.349760 2.521924 -0.518876 0.0127 -0.0320 0.1558 0.0639
C -1.104975 -1.073986 1.259025 1.4739 1.5315 1.2985 -0.1826
C -0.752634 -2.204986 0.275956 -0.6206 0.1426 1.3842 -0.1420
H -0.252380 -0.880429 1.941207 -0.1944 -1.0512 0.2812 0.0700
H -1.079870 -0.016267 1.010220 -0.8888 -0.1650 -1.2921 0.0198
H -1.969665 -1.170806 1.911458 -0.1504 -0.5248 -0.2750 0.0602
H -0.785030 -1.997154 -0.784348 -0.0534 0.2473 -0.1204 0.0571
H 0.221366 -2.581895 0.578203 0.1032 -0.1210 -0.4314 0.0591
H -1.473609 -2.981962 0.530606 0.1131 -0.3037 -0.5163 0.0588
```
Forces are in eV/Å.

The value obtained for the HOMO-LUMO gap is 12.239 eV. The energy above the lowest of the compared OMol25 structures with the same formula, charge and spin comes out at 0.795 eV. As for the SMILES: CC.CC. The value obtained for the HOMO energy is -11.10 eV.

---

No. 5
Entry from OMol25: a cluster of 2 separate species, C4H12N2O2 in total (wB97M-V/def2-TZVPD).

Geometry as XYZ:
```
20
Properties=species:S:1:pos:R:3:forces:R:3:lowdin_charge:R:1
C -0.732828 -1.980538 -1.679210 4.5539 1.8082 -0.1175 -0.0857
N -0.486827 -0.533640 -1.189432 -1.4589 -2.4268 0.4195 -0.1025
C -0.914792 -0.356554 0.218621 -1.1716 6.3932 -2.4177 -0.2564
C -2.313043 0.536271 0.247764 -1.1600 -1.6474 -2.9664 -0.0692
C 0.070063 0.706733 0.780784 -0.4964 -0.5696 1.6613 -0.4439
N -0.250491 2.100092 0.700567 1.7721 -3.5583 6.4010 0.1700
O 0.978723 0.257896 1.440088 0.6281 0.7484 0.2566 0.0635
H -1.731920 -2.351454 -1.651016 -0.7455 0.2007 0.3477 0.0537
H -0.360197 -1.937911 -2.722770 -0.5329 -0.4052 0.3941 0.0691
H 0.038259 -2.665253 -1.134683 -1.6855 0.8059 -0.7289 0.0979
H 0.237184 0.088988 -1.620066 -0.9532 -1.5394 0.8651 0.1310
H -0.948752 -1.176968 0.880395 0.2820 -1.1621 0.2777 0.1219
H -2.483808 1.222426 1.059112 0.6802 0.4804 0.0679 0.0453
H -3.240775 -0.044167 0.293391 0.2761 -0.8190 0.0809 0.0414
H -2.495408 0.984553 -0.846946 0.9615 -0.3641 2.5620 0.1138
H 0.423029 2.702027 1.138544 0.5149 -0.1537 0.2426 0.1100
H -0.349681 2.311484 -0.162489 -1.6180 2.2832 -7.3619 0.0016
O 3.211110 -0.492514 -0.049348 4.5807 0.6792 -0.9131 -0.0297
H 2.339589 -0.410289 0.187484 -3.3099 -0.7272 0.6898 -0.0735
H 3.558634 -1.247131 -0.532588 -1.1177 -0.0261 0.2391 0.0416
```
Forces are in eV/Å.

The value obtained for the HOMO-LUMO gap is 9.486 eV. The energy above the lowest of the compared OMol25 structures with the same formula, charge and spin comes out at 3.794 eV. As for the SMILES: CN[C@H](C)C(N)=O.O. The value obtained for the HOMO energy is -8.70 eV.

---

No. 6
Entry from OMol25: a structure of composition C18H22CdO11S3 (wB97M-V/def2-TZVPD).

Geometry as XYZ:
```
55
Properties=species:S:1:pos:R:3:forces:R:3:lowdin_charge:R:1
Cd 2.731110 10.447670 -22.673290 4.2765 -2.6220 -0.1445 1.3051
C 6.297550 6.005200 -23.295310 3.0723 -0.1517 -3.6697 -0.0375
C 6.949720 6.508530 -24.552890 0.1929 -0.1920 -0.7183 -0.2830
C 6.466470 8.002340 -24.991980 0.0924 -0.7862 0.6941 -0.3321
O 7.100730 8.541930 -25.894730 -0.5236 0.1275 0.4394 -0.0059
C 5.359930 8.584750 -24.216740 3.3781 -0.6180 -3.2582 -0.0288
C 4.911660 8.007130 -23.101140 -1.7553 2.5697 0.9342 -0.3741
C 5.383670 6.703230 -22.593690 -2.1790 -2.7412 3.4786 -0.3982
O 4.867670 6.072320 -21.534260 0.4748 2.6642 -1.9136 -0.1593
O 4.054770 8.774630 -22.490300 0.2914 -2.0199 2.1752 -0.2176
O 7.782470 5.975250 -25.360380 -2.1363 0.6772 2.7278 -0.0736
H 6.484410 5.004560 -22.934480 0.2872 -0.1138 -0.1191 0.0852
H 5.076700 9.586320 -24.504900 -0.3520 -0.0159 0.0321 0.0862
C -0.052140 9.501240 -25.482300 2.4066 1.4968 4.6985 -0.0284
C 0.988320 9.949620 -24.569490 -0.4020 -1.2201 -3.2084 -0.3246
C 2.260010 10.633060 -25.228760 0.5462 -0.9074 -3.0864 -0.3095
O 3.213760 11.042170 -24.490800 0.0128 1.2836 -3.1261 -0.2001
C 2.427430 10.532280 -26.665720 0.0907 1.2741 4.4768 -0.0059
C 1.399150 10.084470 -27.449070 -0.6785 -1.8391 -4.9570 -0.3729
C 0.089860 9.527230 -26.838260 -4.1042 -0.7996 -2.4158 -0.3486
O -0.956280 9.098110 -27.508780 3.6241 1.3160 0.6326 -0.0992
O 1.558080 9.964810 -28.720460 -0.7764 0.4360 2.5811 -0.0562
O 1.082780 9.639640 -23.357430 -3.7974 -1.3181 -1.3928 -0.1580
H -0.895850 9.132400 -24.917930 -0.3581 -0.3848 -0.5885 0.0946
H 3.382330 10.840760 -27.064990 -0.0744 -0.0382 -0.1960 0.1063
C 2.231780 7.915850 -19.928020 0.3106 -0.2644 0.0826 -0.2230
S 1.925510 9.717520 -19.521130 0.2430 -2.3576 -1.0859 0.9138
O 2.018680 10.406880 -20.868570 -2.2713 -0.7352 6.3578 -0.6782
C 0.207860 9.349420 -19.095820 -1.2996 1.0365 -0.3273 -0.2912
H 1.748430 7.168520 -19.298760 -0.1089 0.5618 0.8469 0.0421
H 3.294670 7.674400 -19.935960 0.0577 0.2984 -0.4038 0.0363
H 1.795500 7.654970 -20.892230 0.2927 0.7975 -0.4239 0.0692
H -0.402960 9.123960 -19.969980 0.4991 -0.4544 -0.3778 0.0661
H -0.296030 10.248540 -18.741150 0.2929 0.2228 0.4078 0.0332
H 0.088330 8.558790 -18.355060 0.4381 0.0848 -0.0457 0.0480
C 6.051340 12.854270 -20.087710 0.0625 -0.1337 0.1902 -0.2637
S 5.531700 11.355920 -21.079960 -0.7995 1.7017 -2.4501 0.9616
O 4.173640 11.662470 -21.776040 4.1076 1.5781 2.6099 -0.6573
C 6.766640 11.623920 -22.445910 0.1230 0.2497 -1.1684 -0.2310
H 5.804150 13.871340 -20.391980 -0.4034 -0.3018 -0.9129 0.0481
H 7.140660 12.829030 -20.058500 0.0189 -0.2797 0.2102 0.0330
H 5.644680 12.789170 -19.078510 0.0673 -0.4672 0.0254 0.0330
H 7.811740 11.792160 -22.185980 -0.1308 -0.4775 0.6827 0.0464
H 6.569470 12.417270 -23.166890 -0.9175 1.1481 0.9303 0.0592
H 6.710930 10.909130 -23.266940 -0.1245 -1.4514 0.8892 0.0467
C 2.548250 14.530710 -23.328840 -0.4033 -1.4609 -0.4987 -0.2362
S 1.216880 13.568760 -22.481660 1.0535 0.3819 1.5056 0.9100
O 1.521390 12.107190 -22.470610 -2.1121 3.7702 -0.7259 -0.6314
C 1.805940 14.066710 -20.817220 -0.8497 -0.1038 0.2606 -0.2578
H 2.443170 15.612410 -23.245290 -0.1720 -0.1762 0.2240 0.0484
H 2.406860 14.198750 -24.357390 0.2433 0.2708 -0.2124 0.0467
H 3.501230 14.128650 -22.984920 0.0238 0.1658 0.0982 0.0439
H 2.796090 13.674030 -20.585880 0.2346 0.2530 -0.6661 0.0385
H 1.180870 13.582170 -20.067150 -0.4023 0.0187 -0.1858 0.0409
H 1.682500 15.145540 -20.722370 0.3177 0.0469 0.0872 0.0407
```
Forces are in eV/Å.

Its net charge is -2. The value obtained for the HOMO-LUMO gap is 4.221 eV. The value obtained for the HOMO energy is -1.10 eV.